Record 1
The following is a DFT calculation (ωB97M-V/def2-TZVPD) of C23H60CuO23PbS7 as an isolated structure.

Each line ends with the Mulliken spin population.
Atoms and positions in Å:
Pb  17.547  3.313  20.797  -0.035
Cu  17.424  0.360  22.648  0.000
S  18.721  5.079  17.435  0.000
S  19.827  1.135  18.383  -0.001
S  10.561  4.797  19.386  0.000
S  15.886  3.063  24.032  0.001
S  13.696  -3.358  19.151  0.000
S  15.596  6.522  21.130  0.003
S  10.503  0.044  21.702  0.000
O  14.654  6.177  22.148  0.002
O  9.374  5.596  20.018  0.000
O  12.296  -3.119  19.182  0.000
O  18.896  1.966  19.140  0.009
O  15.516  3.401  19.389  0.723
O  19.040  0.506  17.180  0.001
O  10.476  1.113  22.644  0.000
O  16.353  3.963  23.016  0.005
O  11.619  5.686  19.001  0.000
O  9.975  3.952  18.408  0.000
O  16.514  1.775  24.149  0.000
O  16.439  1.253  20.959  0.029
O  10.416  0.718  20.254  0.000
O  13.955  -4.671  18.329  0.000
O  20.080  4.848  17.093  0.000
O  16.008  8.018  21.309  0.000
O  21.010  1.701  17.880  0.000
O  16.820  5.773  20.986  -0.001
O  16.003  3.672  25.454  0.000
O  18.338  5.072  18.823  -0.002
O  14.432  -3.401  20.368  0.000
O  9.571  -1.028  21.766  0.000
O  18.264  6.482  16.914  0.000
C  14.140  9.338  22.269  0.000
C  15.521  8.756  22.457  0.000
C  14.875  5.370  26.809  0.000
C  17.651  0.125  17.325  0.015
C  20.167  -0.274  19.378  0.000
C  15.243  -5.331  18.506  0.000
C  19.734  8.131  15.997  0.000
C  9.431  8.041  20.093  0.000
C  15.145  1.273  20.483  0.049
C  18.818  6.979  15.675  0.000
C  17.433  -0.957  16.308  0.001
C  15.347  -6.334  17.372  0.000
C  15.796  5.105  25.604  0.000
C  10.864  0.529  17.925  0.000
C  9.685  6.746  20.834  0.000
C  10.314  -0.189  19.134  0.000
C  14.442  -2.134  18.095  -0.004
C  17.668  4.014  16.493  0.005
C  14.141  2.866  23.943  -0.005
C  11.113  3.793  20.731  0.007
C  12.159  -0.662  21.596  0.001
C  14.822  2.272  19.384  -0.062
C  14.821  6.556  19.520  0.010
H  14.144  10.223  21.634  0.000
H  16.754  5.571  25.830  0.000
H  13.681  -1.687  17.460  -0.001
H  14.357  4.429  27.003  0.000
H  13.743  2.413  19.220  0.068
H  13.426  8.627  21.847  0.000
H  14.445  -6.936  17.288  0.000
H  14.604  7.565  19.193  0.000
H  13.931  5.941  19.639  -0.003
H  15.626  8.144  23.351  0.000
H  16.650  4.056  16.869  -0.003
H  15.528  -5.817  16.430  0.000
H  17.458  -0.308  18.312  -0.006
H  15.164  1.805  18.416  0.196
H  14.950  -1.367  18.676  0.006
H  11.108  4.384  21.648  0.000
H  18.064  3.008  16.627  -0.002
H  17.757  4.374  15.472  0.000
H  9.539  7.867  19.025  0.000
H  9.146  6.649  21.776  0.000
H  20.763  -0.967  18.787  0.000
H  17.052  1.026  17.199  -0.007
H  16.065  -4.621  18.424  0.000
H  13.888  2.484  22.954  -0.002
H  19.255  -0.722  19.762  0.000
H  13.709  9.636  23.225  0.000
H  13.808  2.201  24.732  0.000
H  15.224  -5.854  19.457  0.000
H  10.456  0.097  17.010  0.000
H  19.349  6.192  15.139  0.000
H  10.048  8.853  20.474  0.000
H  14.160  6.156  26.584  0.000
H  14.453  1.583  21.289  0.022
H  11.959  0.517  17.878  0.000
H  10.552  1.574  17.881  0.001
H  16.209  9.587  22.603  0.000
H  12.539  -0.695  20.586  0.000
H  9.269  -0.427  18.950  0.000
H  19.202  8.945  16.490  0.000
H  20.563  7.829  16.645  0.000
H  18.100  -1.805  16.478  0.000
H  8.419  8.425  20.241  0.000
H  16.180  -7.009  17.568  0.000
H  16.432  -1.339  16.122  0.000
H  20.292  8.604  15.186  0.000
H  13.719  3.871  23.983  0.000
H  20.794  0.079  20.198  0.000
H  12.007  -1.625  22.080  0.000
H  10.857  -1.124  19.281  0.000
H  17.773  -0.646  15.314  0.000
H  10.387  3.001  20.872  0.000
H  15.438  5.595  24.699  0.000
H  14.816  0.263  20.210  -0.017
H  12.730  -0.020  22.266  0.000
H  12.117  3.458  20.488  -0.002
H  15.188  -2.638  17.485  0.000
H  15.438  5.625  27.701  0.000
H  15.595  6.090  18.914  -0.002
H  18.051  7.343  14.991  0.000
H  10.739  6.718  21.129  0.000

Results
<S²> = 0.756
Orbital gap (alpha / beta) = 8.4 / 6.4 eV
Spin multiplicity = 2
Net charge = +2
DFT total energy = -197631.2120 eV
HOMO energy (alpha / beta) = -0.551 / -0.551 Ha



Record 2
The following is a DFT calculation (ωB97M-V/def2-TZVPD) of C23H63Ba2F9O18 as an isolated structure.

Each line ends with the Löwdin charge.
Atoms and positions in Å:
Ba  -2.362  18.415  21.099  1.996
Ba  0.968  15.802  21.740  1.955
F  2.282  19.983  24.191  0.135
F  0.726  20.641  25.491  0.162
F  0.828  21.319  23.505  0.167
F  0.329  17.429  15.891  0.064
F  2.734  12.020  20.520  0.135
F  -1.805  17.741  16.552  0.113
F  3.899  11.447  22.298  0.114
F  -0.920  15.941  17.005  0.133
F  4.881  11.797  20.431  0.145
O  5.398  16.168  23.897  -0.137
O  1.561  15.992  24.670  -0.220
O  -2.469  14.896  24.076  -0.159
O  3.445  14.375  22.660  -0.304
O  1.385  20.337  19.998  -0.144
O  2.677  17.845  20.913  -0.275
O  -1.688  15.837  21.820  -0.639
O  -0.843  18.983  18.676  -0.253
O  -3.765  17.718  23.289  -0.289
O  -1.382  19.949  23.437  -0.198
O  0.034  18.505  22.567  -0.382
O  -3.507  16.071  19.854  -0.232
O  -0.352  13.903  19.733  -0.207
O  0.015  17.127  19.471  -0.372
O  3.352  12.882  25.268  -0.133
O  -0.207  13.466  23.232  -0.203
O  3.417  14.599  20.347  -0.194
O  -3.461  11.130  21.686  -0.112
C  -0.614  17.233  16.944  -0.441
C  -3.509  15.436  18.614  -0.132
C  -3.229  11.885  22.885  -0.141
C  -1.781  15.814  24.943  -0.108
C  -2.269  20.584  17.325  -0.084
C  -0.762  12.536  19.787  -0.101
C  -0.884  20.213  17.870  -0.214
C  4.632  12.294  25.239  -0.169
C  2.345  21.462  20.111  -0.072
C  2.488  16.832  25.353  -0.101
C  3.934  18.127  21.456  -0.115
C  0.226  12.192  23.502  -0.153
C  -5.079  17.294  23.321  -0.155
C  -2.123  20.428  24.633  -0.198
C  0.946  20.259  24.240  -0.596
C  6.664  15.601  24.279  -0.144
C  3.388  15.546  18.087  -0.052
C  -0.032  17.866  18.312  -0.430
C  3.876  12.236  21.183  -0.528
C  3.972  13.829  21.490  -0.363
C  4.125  14.661  19.112  -0.273
C  -3.480  21.065  24.290  -0.073
C  -0.128  19.339  23.645  -0.500
H  -1.243  12.261  18.849  0.089
H  3.989  17.698  22.457  0.077
H  3.254  13.165  24.356  0.005
H  -1.591  21.309  24.995  0.113
H  5.141  12.643  24.341  0.063
H  0.980  18.230  18.131  0.142
H  -5.731  18.161  23.427  0.085
H  -3.990  21.453  25.171  0.086
H  -3.337  16.975  23.719  0.027
H  -1.686  16.822  24.540  0.067
H  1.950  17.773  25.242  0.063
H  -0.748  15.479  25.035  0.065
H  -2.712  15.718  20.262  -0.021
H  5.161  15.000  19.096  0.116
H  -1.330  12.489  20.716  0.061
H  0.087  11.852  19.794  0.078
H  2.591  21.843  19.120  0.079
H  4.237  13.691  18.629  0.106
H  -2.751  20.077  16.489  0.070
H  3.458  16.999  24.886  0.066
H  -2.182  15.152  23.196  -0.041
H  3.587  15.223  17.065  0.076
H  -2.375  19.690  25.395  0.126
H  -0.326  18.753  24.543  0.127
H  -2.782  11.398  23.752  0.090
H  2.238  18.520  20.389  0.036
H  -3.519  16.078  17.733  0.085
H  -4.238  14.629  18.550  0.092
H  1.298  12.184  23.696  0.071
H  -0.267  20.142  16.974  0.123
H  4.860  15.482  23.494  0.017
H  -1.108  13.608  23.532  0.021
H  3.264  21.134  20.597  0.064
H  -2.392  15.191  21.617  -0.022
H  -2.619  12.764  22.677  0.036
H  -4.152  12.307  23.281  0.080
H  3.907  19.210  21.578  0.066
H  1.932  22.288  20.689  0.074
H  1.067  20.001  20.839  0.046
H  -4.030  11.589  21.063  0.074
H  -0.164  11.884  24.473  0.093
H  1.814  15.107  24.941  0.059
H  2.339  15.421  18.354  0.069
H  -2.125  15.867  25.977  0.095
H  4.736  17.969  20.736  0.090
H  -2.517  14.985  18.575  0.061
H  -4.237  20.323  24.037  0.045
H  -2.400  21.650  17.139  0.074
H  5.035  14.065  21.465  0.137
H  4.517  11.218  25.102  0.076
H  7.351  16.390  24.587  0.073
H  -5.230  16.577  24.128  0.102
H  -3.040  20.519  18.092  0.053
H  2.625  16.494  26.381  0.096
H  5.247  12.576  26.093  0.077
H  -3.386  21.659  23.381  0.081
H  -0.489  21.098  18.369  0.107
H  6.647  14.804  25.022  0.064
H  3.787  16.556  18.179  0.070
H  -0.756  14.425  19.036  0.030
H  7.202  15.130  23.457  0.068
H  -5.448  16.790  22.428  0.085
H  -0.014  11.448  22.742  0.088

Results
Orbital gap = 7.7 eV
Net charge = 0
DFT total energy = -87571.6908 eV
HOMO energy = -0.308 Ha